Below is a structure of composition C27H47ClF3N4O5PSi2, with properties calculated with wB97M-V/def2-TZVPD.

* largest force on an atom: 7.25 eV Å⁻¹
* orbital gap: 8.671 eV
* E_HOMO: -8.17 eV
* lowest unoccupied orbital energy: 0.496 eV
* net charge: 0

Element x y z (Å)
1 C 0.4484 -0.5636 2.6266
2 C -0.9344 -0.4343 1.7734
3 C -1.2676 1.1370 1.4606
4 Cl -0.9657 2.2407 2.9143
5 Si -2.9391 1.4263 0.5705
6 C -2.8294 3.1183 -0.3956
7 C -1.3611 3.7663 -0.4324
8 C -0.3392 3.1285 -1.4878
9 O 0.7905 3.7269 -1.6163
10 N -0.5510 1.8973 -2.2831
11 C 0.7760 1.3123 -2.6839
12 C 1.3978 0.1699 -1.7891
13 C 2.8177 -0.4226 -2.1840
14 C 3.6185 0.0908 -3.4266
15 C 2.9834 1.2038 -4.3420
16 C 1.5793 1.7909 -3.9615
17 C -3.0969 -0.0410 -0.7039
18 C -3.6529 0.4077 -2.1425
19 C -3.6233 -0.8322 -3.2039
20 F -2.6163 -1.7999 -2.9086
21 F -3.2490 -0.2679 -4.4937
22 F -4.8991 -1.4357 -3.4080
23 O -4.3255 1.6207 1.5788
24 Si -4.6178 0.4152 2.7654
25 C -6.1493 1.0952 3.7700
26 N -3.3292 0.2841 4.0523
27 C -3.7459 -0.6262 4.8972
28 O -4.1447 -1.2880 5.8841
29 P -5.2559 -1.5584 2.0897
30 C -3.8680 -2.7843 1.7608
31 C -4.3298 -4.1443 0.9793
32 C -6.6339 -1.5578 0.8138
33 C -6.5932 -0.4031 -0.3072
34 H 0.3144 -0.3236 3.7394
35 H 0.8606 -1.6440 2.5432
36 H 1.2817 0.1272 2.2075
37 H -0.7611 -1.0322 0.8076
38 H -1.7553 -0.9668 2.3601
39 H -0.4393 1.4263 0.6923
40 H -3.5161 3.8986 0.1297
41 H -3.2126 3.0470 -1.4709
42 H -0.8133 3.8085 0.5776
43 H -1.4964 4.8771 -0.7517
44 H -1.1137 2.0762 -3.1343
45 H 0.8382 -0.2278 -0.8660
46 H 3.2517 -1.2624 -1.5192
47 H 4.6633 -0.2977 -3.7238
48 H 3.5222 1.6271 -5.2682
49 H 1.0721 2.6351 -4.5735
50 H -2.0240 -0.4462 -0.8757
51 H -3.7697 -0.8874 -0.3289
52 H -4.7433 0.7980 -2.0583
53 H -3.0438 1.2395 -2.6566
54 H -6.2376 0.6060 4.8022
55 H -7.1231 0.8448 3.1891
56 H -6.1126 2.2535 3.8266
57 H -2.9892 -2.3656 1.1235
58 H -3.4042 -3.1054 2.7621
59 H -4.8562 -4.8985 1.6601
60 H -3.3356 -4.6510 0.6512
61 H -4.8863 -3.8950 0.0111
62 H -6.6129 -2.5766 0.2587
63 H -7.6708 -1.5274 1.3361
64 H -7.6912 -0.2583 -0.6684
65 H -6.0244 -0.8162 -1.2097
66 H -6.2480 0.6252 0.0552
67 C 4.6971 1.1600 2.4471
68 O 4.2260 0.2387 1.8055
69 N 4.8999 1.1578 3.7979
70 C 5.4668 2.2956 4.4921
71 C 4.5364 -0.0201 4.5605
72 H 5.0065 2.1011 1.9643
73 H 6.3890 1.9850 4.9904
74 H 4.7502 2.6507 5.2374
75 H 5.6914 3.1065 3.7971
76 H 5.0988 -0.8781 4.1835
77 H 3.4690 -0.2159 4.4292
78 H 4.7553 0.1259 5.6194
79 C 7.0995 -0.9521 -4.6559
80 O 6.4131 -1.2331 -5.6216
81 N 7.9163 -1.8190 -3.9880
82 C 8.7037 -1.4069 -2.8440
83 C 7.9983 -3.1946 -4.4380
84 H 7.1111 0.0660 -4.2333
85 H 9.7621 -1.5708 -3.0631
86 H 8.4125 -2.0063 -1.9774
87 H 8.5443 -0.3511 -2.6185
88 H 8.3456 -3.2120 -5.4741
89 H 7.0035 -3.6451 -4.3946
90 H 8.6865 -3.7630 -3.8105

Here are the Löwdin charges for atoms 1 to 2, given in e: -0.1481 -0.2942

=====

Below is a cluster of 2 separate species, C3H7NO4 in total, with properties calculated with wB97M-V/def2-TZVPD.

* largest force on an atom: 1.38 eV Å⁻¹
* orbital gap: 11.342 eV
* E_HOMO: -10.91 eV
* lowest unoccupied orbital energy: 0.429 eV
* SMILES string: CC(=O)NC(=O)O.O
* net charge: 0

Element x y z (Å)
1 O 2.0989 0.2992 -0.2533
2 C 1.0593 -0.3027 -0.2068
3 N -0.0239 0.2231 -0.9424
4 C -1.3242 -0.2411 -0.9355
5 O -2.1055 0.7096 -1.5234
6 O -1.7639 -1.2720 -0.5186
7 C 0.8707 -1.5944 0.5226
8 H 0.2275 1.0351 -1.4829
9 H -2.9830 0.3253 -1.6521
10 H 1.8705 -2.0058 0.6897
11 H 0.4659 -1.3790 1.4966
12 H 0.3478 -2.3962 0.0104
13 H 0.3869 2.9673 1.4649
14 H 0.5090 1.4700 1.3375
15 O 0.3638 2.1618 1.9934

Here are the Löwdin charges for atoms 1 to 2, given in e: 0.0959 -0.4957

=====

Below is a structure of composition C45H54F6OSi2, with properties calculated with wB97M-V/def2-TZVPD.

* largest force on an atom: 1.07 eV Å⁻¹
* orbital gap: 9.792 eV
* E_HOMO: -9.15 eV
* lowest unoccupied orbital energy: 0.646 eV
* net charge: 0

Element x y z (Å)
1 C -2.5834 1.2037 -0.1027
2 C -2.8751 0.0401 -1.0481
3 C -2.7000 -1.3371 -0.4095
4 C -1.3414 -1.5802 0.2466
5 C -0.1506 -1.4920 -0.7207
6 C 0.2041 -2.8029 -1.4075
7 C -0.6787 -3.1193 -2.6382
8 C 0.0997 -3.5531 -3.8836
9 C 0.5585 -2.3442 -4.7579
10 Si 2.3934 -1.9931 -4.5549
11 O 2.8113 -0.3928 -4.8039
12 Si 1.9739 0.7501 -3.9188
13 H -1.6309 1.1110 0.3963
14 H -3.4056 1.3264 0.5975
15 H -2.5299 2.1082 -0.7073
16 H -3.9146 0.1204 -1.3626
17 H -2.2783 0.1485 -1.9533
18 H -2.8912 -2.1093 -1.1534
19 H -3.4608 -1.4372 0.3679
20 H -1.1831 -0.8816 1.0629
21 H -1.3650 -2.5828 0.6730
22 H -0.3366 -0.7134 -1.4556
23 H 0.7197 -1.1763 -0.1449
24 H 1.2323 -2.7266 -1.7531
25 H 0.1649 -3.6315 -0.7064
26 H -1.3302 -3.9541 -2.3778
27 H -1.3137 -2.2706 -2.8713
28 H -0.5995 -4.1163 -4.4969
29 H 0.9329 -4.1959 -3.6012
30 H 0.3767 -2.6083 -5.7950
31 H -0.0933 -1.5053 -4.5222
32 H 3.1157 -2.7805 -5.5791
33 H 2.8661 -2.4973 -3.2473
34 H 2.8023 1.9484 -3.7178
35 H 1.5292 0.2199 -2.6146
36 H 0.7795 1.1393 -4.7019
37 F -0.9930 2.0392 2.3415
38 C -0.3366 3.2183 2.4297
39 C 0.1570 3.7919 1.2753
40 C 0.8266 5.0033 1.3670
41 C 0.9985 5.6158 2.6012
42 C 0.4952 5.0160 3.7479
43 C -0.1828 3.8080 3.6673
44 H 0.0173 3.2952 0.3239
45 H 1.2146 5.4696 0.4712
46 H 1.5230 6.5585 2.6688
47 H 0.6310 5.4896 4.7108
48 H -0.5887 3.3268 4.5472
49 F 0.8115 3.9329 -3.4378
50 C 0.3801 4.4262 -4.6169
51 C 1.2186 5.2442 -5.3463
52 C 0.7722 5.7446 -6.5606
53 C -0.4984 5.4286 -7.0220
54 C -1.3249 4.6059 -6.2692
55 C -0.8849 4.0945 -5.0572
56 H 2.2029 5.4817 -4.9653
57 H 1.4189 6.3825 -7.1477
58 H -0.8434 5.8232 -7.9682
59 H -2.3162 4.3606 -6.6255
60 H -1.5100 3.4454 -4.4582
61 F 2.8159 8.5508 2.7986
62 C 4.1326 8.4284 2.5303
63 C 5.0437 8.6223 3.5484
64 C 6.3957 8.4905 3.2682
65 C 6.8156 8.1758 1.9829
66 C 5.8808 7.9882 0.9744
67 C 4.5261 8.1109 1.2463
68 H 4.6949 8.8725 4.5414
69 H 7.1227 8.6336 4.0561
70 H 7.8712 8.0766 1.7683
71 H 6.2059 7.7459 -0.0283
72 H 3.7804 7.9624 0.4765
73 F -1.9867 1.7903 5.9337
74 C -2.6341 0.6575 5.5840
75 C -3.0533 0.5009 4.2787
76 C -3.7138 -0.6668 3.9264
77 C -3.9514 -1.6504 4.8771
78 C -3.5242 -1.4687 6.1852
79 C -2.8553 -0.3077 6.5453
80 H -2.8635 1.2785 3.5528
81 H -4.0423 -0.8081 2.9050
82 H -4.4694 -2.5587 4.5982
83 H -3.7118 -2.2337 6.9273
84 H -2.5068 -0.1491 7.5572
85 F -2.9210 -7.6501 -4.5149
86 C -1.6376 -7.7939 -4.8980
87 C -1.3640 -8.3540 -6.1299
88 C -0.0405 -8.4947 -6.5209
89 C 0.9854 -8.0842 -5.6799
90 C 0.6869 -7.5273 -4.4442
91 C -0.6338 -7.3757 -4.0483
92 H -2.1777 -8.6726 -6.7676
93 H 0.1900 -8.9261 -7.4856
94 H 2.0159 -8.1986 -5.9883
95 H 1.4839 -7.2092 -3.7854
96 H -0.8876 -6.9364 -3.0923
97 F -3.5367 -5.0573 8.0212
98 C -2.2144 -5.1449 7.7733
99 C -1.3230 -4.9512 8.8096
100 C 0.0366 -5.0423 8.5499
101 C 0.4864 -5.3163 7.2657
102 C -0.4267 -5.5038 6.2376
103 C -1.7879 -5.4225 6.4901
104 H -1.6936 -4.7321 9.8023
105 H 0.7462 -4.8984 9.3534
106 H 1.5477 -5.3827 7.0670
107 H -0.0796 -5.7129 5.2348
108 H -2.5150 -5.5715 5.7028

Here are the Löwdin charges for atoms 1 to 2, given in e: -0.1026 -0.2606

=====

Below is a cluster of 2 separate species, C3H4O3 in total, with properties calculated with wB97M-V/def2-TZVPD.

* largest force on an atom: 4.02 eV Å⁻¹
* orbital gap (alpha / beta): 6.618 / 9.303 eV
* E_HOMO (alpha / beta): -7.41 / -9.04 eV
* lowest unoccupied orbital energy (alpha / beta): -0.792 / 0.262 eV
* net charge: 0

Element x y z (Å)
1 O 0.2792 1.9594 -0.6483
2 C -0.3172 0.8972 -0.1435
3 C 0.4396 0.1054 0.8322
4 O -0.1888 -0.1089 1.8420
5 C -0.7820 -1.4506 -0.6174
6 O 0.4164 -1.5305 -0.7812
7 H 1.2432 1.8486 -0.5851
8 H -1.3824 0.8302 -0.1890
9 H 1.5423 -0.0590 0.7473
10 H -1.2503 -2.4919 -0.4571

Here are the Löwdin charges for atoms 1 to 2, given in e: 0.0661 -0.1940